# C18H35GeN3O5PtS

A structure of composition C18H35GeN3O5PtS (wB97M-V/def2-TZVPD, OMol25).

Geometry as XYZ:
```
64
C18H35GeN3O5PtS | OMol25 | wB97M-V/def2-TZVPD
Pt -0.10229 -1.26972 -0.03011
C -3.44116 -3.13913 -2.10428
C -2.00283 -2.82184 -1.84786
O -1.72159 -1.84687 -1.10131
N -1.08252 -3.56110 -2.44860
C 0.35046 -3.27296 -2.45071
C 0.99760 -3.79290 -1.20004
C 1.63840 -5.01572 -1.15246
C 2.16986 -5.46460 0.04605
C 2.03649 -4.67231 1.17371
C 1.38655 -3.46100 1.06423
N 0.87886 -3.02566 -0.10253
H -4.06421 -2.36827 -1.66274
H -3.68986 -4.10044 -1.65090
H -3.63805 -3.20650 -3.17361
H -1.41043 -4.33276 -3.01009
H 0.49918 -2.19570 -2.52817
H 0.78113 -3.73472 -3.33511
H 1.72362 -5.60725 -2.05379
H 2.67757 -6.41823 0.09781
H 2.43216 -4.97913 2.13101
H 1.26190 -2.80927 1.91656
O 1.51235 -0.45219 0.93153
N 2.68208 -0.34076 0.10743
O 3.56418 0.26919 0.62392
O 2.60896 -0.86197 -0.95885
C -3.41035 0.68847 1.92335
S -2.74496 0.52430 0.27971
C -2.88254 2.21286 -0.26783
O -1.22465 0.36123 0.54241
H -2.82410 1.41979 2.47759
H -3.36299 -0.28897 2.39866
H -4.44979 1.00554 1.83746
H -3.94233 2.45444 -0.35015
H -2.41541 2.27738 -1.24846
H -2.38600 2.87118 0.44315
C 4.47801 4.21379 1.04837
C 3.45630 3.47695 1.90387
C 2.17650 3.17299 1.13554
C 1.11564 2.41785 1.93906
Ge 1.54361 0.65291 2.62603
C 3.12434 0.08150 3.59418
C 2.88915 0.27271 5.09749
C 2.77752 1.74222 5.49025
C 2.61495 1.93857 6.99080
H 5.38132 4.43774 1.61392
H 4.07342 5.15837 0.68175
H 4.76646 3.61535 0.18203
H 3.20941 4.07257 2.78835
H 3.89766 2.54754 2.27405
H 2.41893 2.62673 0.21881
H 1.73262 4.11734 0.80818
H 0.21118 2.25628 1.34950
H 0.81838 3.00043 2.81823
H 0.30398 -0.09331 3.14978
H 3.98985 0.64587 3.25460
H 3.29916 -0.96940 3.34982
H 3.71070 -0.19315 5.64613
H 1.98096 -0.25423 5.41097
H 1.91987 2.19982 4.97289
H 3.66052 2.27918 5.13155
H 1.70898 1.45192 7.35611
H 2.55582 2.99472 7.24959
H 3.46228 1.51154 7.52878
```

Calculated values
Largest force on an atom: 0.0124 hartree/bohr
Kohn-Sham gap: 9.6 eV
Net charge: +2
Molecular weight: 673.25 g/mol
Energy above the lowest of the compared OMol25 structures with the same formula, charge and spin: 0.0 kcal per mole

natural (NBO) population analysis, charges in e, atoms 1 to 8: 1.016, -0.708, 0.733, -0.668, -0.547, -0.273, 0.212, -0.214

# C18H35IrN2S

A structure of composition C18H35IrN2S in a non-equilibrium geometry (wB97M-V/def2-TZVPD, OMol25).

Geometry as XYZ:
```
57
C18H35IrN2S | OMol25 | wB97M-V/def2-TZVPD
C 1.13475 1.86980 -2.04580
H 1.98725 2.40438 -1.62301
H 1.40783 1.70962 -3.05638
H 1.81980 0.57588 -1.36045
C 0.07797 2.94852 -2.06722
H -0.84694 2.53063 -2.48535
H -0.20406 3.26189 -1.06255
C 0.64405 4.09992 -2.89349
H -0.09870 4.86234 -3.06516
H 1.50041 4.55322 -2.39040
H 1.01300 3.73547 -3.85759
C -0.82866 -1.80086 -0.97546
C -1.48707 -0.96227 -1.92433
C -0.57084 -0.68243 -3.01216
C 0.68380 -1.36631 -2.69458
C 0.49695 -2.05018 -1.43899
C 1.54055 -2.89990 -0.77806
C 1.93907 -1.31037 -3.50156
C -0.77329 0.21045 -4.17963
C -2.88162 -0.41994 -1.81892
C -1.43787 -2.40689 0.23821
Ir 0.28069 0.22401 -1.22470
H 2.76474 -1.70088 -2.93012
H 1.84935 -1.87602 -4.43131
H 2.15333 -0.27352 -3.78139
H 2.54505 -2.55188 -1.07206
H 1.43591 -2.85744 0.28895
H 1.44859 -3.94602 -1.10207
H -2.30416 -1.82976 0.57873
H -1.78442 -3.42644 0.02479
H -0.71653 -2.48533 1.06525
H -2.94782 0.52220 -2.36741
H -3.58871 -1.12563 -2.26086
H -3.13120 -0.26896 -0.78782
H -0.06494 1.03682 -4.12998
H -0.58981 -0.30416 -5.11303
H -1.75985 0.61612 -4.15978
C 1.11920 -1.99384 4.71585
C 1.30346 -0.63225 4.04194
N 0.76413 -0.62861 2.65278
C 0.14558 0.48429 2.11640
S 0.88233 1.23164 0.72197
N -0.89651 1.07206 2.70311
C -1.56695 0.63372 3.90608
C -1.43547 1.65428 5.06218
H 0.05012 -2.27039 4.84585
H 1.57708 -1.96432 5.71908
H 1.64942 -2.76659 4.15394
H 0.91434 0.19616 4.63901
H 2.39488 -0.48352 3.90803
H 1.51538 -0.90902 2.00611
H -1.17732 1.93111 2.24188
H -2.59253 0.44655 3.68755
H -1.10269 -0.31845 4.20773
H -1.96240 2.60163 4.81883
H -1.91034 1.23314 5.95526
H -0.37833 1.86633 5.29215
```

Calculated values
Largest force on an atom: 0.0960 hartree/bohr
Kohn-Sham gap (spin up / spin down): 5.8 / 5.7 eV
Net charge: +2
Spin multiplicity: 5
Molecular weight: 503.78 g/mol

natural (NBO) population analysis, charges in e, atoms 1 to 8: -0.603, 0.250, 0.220, 0.170, -0.417, 0.200, 0.216, -0.598

# C18H35N2O4PPdS4Te

A structure of composition C18H35N2O4PPdS4Te (wB97M-V/def2-TZVPD, OMol25).

Geometry as XYZ:
```
66
C18H35N2O4PPdS4Te | OMol25 | wB97M-V/def2-TZVPD
Pd 0.96052 1.06844 0.17513
S 2.60700 0.93052 1.96992
S 1.94404 1.70662 3.67971
S 0.79273 3.40604 3.24117
S -0.09484 3.10470 1.52187
N 3.24482 0.03999 -1.25660
C 2.67193 -0.48832 -2.49084
C 1.63416 -1.53688 -2.12714
N 0.56866 -0.92278 -1.34209
H 3.90090 0.79207 -1.42410
H 3.73446 -0.69116 -0.74947
H 3.41700 -0.93212 -3.16241
H 2.18730 0.33391 -3.02550
H 2.12547 -2.29377 -1.50904
H 1.26236 -2.03709 -3.02789
H 0.09444 -1.59411 -0.75275
H -0.11401 -0.44789 -1.92108
C -1.60186 0.63821 3.59085
C -2.29082 -0.49881 2.82544
C -2.52582 -0.11784 1.36087
C -1.51308 -1.77279 3.04227
C -1.94572 -2.66340 3.99507
C -1.23787 -3.83304 4.28200
C -0.07670 -4.15322 3.57040
C 0.42046 -3.32251 2.59782
C 1.57952 -3.80863 1.75539
C 2.69751 -2.80581 1.47475
C 1.01969 -4.38137 0.44428
C -0.26864 -2.05635 2.32793
O 0.20551 -1.25434 1.49782
H -2.12689 1.58156 3.43394
H -0.57586 0.75593 3.24092
H -1.57153 0.42741 4.66125
H -3.27063 -0.66861 3.28101
H -1.62797 0.28747 0.89902
H -3.30217 0.64821 1.30861
H -2.85750 -0.97495 0.77026
H -2.86066 -2.44904 4.53514
H -1.59847 -4.50408 5.05059
H 0.43624 -5.08429 3.78226
H 2.02056 -4.63928 2.31397
H 2.34359 -1.97021 0.87499
H 3.50390 -3.31581 0.94207
H 3.10679 -2.39363 2.39697
H 0.46436 -3.61825 -0.10491
H 0.34152 -5.21440 0.63481
H 1.83093 -4.73759 -0.19320
C -0.30131 3.91733 -5.32326
C -0.09090 2.62515 -4.56649
O 0.81033 2.82290 -3.45246
P 0.22519 2.93845 -1.97070
O -0.54866 1.72046 -1.54188
Te 2.23333 3.45492 -0.74296
O -0.76644 4.18005 -2.10415
C -2.03971 4.22605 -1.42518
C -3.11798 3.55378 -2.24522
H -0.87755 3.72650 -6.22989
H 0.66088 4.34385 -5.60666
H -0.83058 4.64519 -4.71179
H 0.39014 1.87874 -5.19798
H -1.03265 2.20653 -4.20345
H -2.24595 5.28621 -1.28914
H -1.94888 3.76602 -0.44126
H -3.12318 3.94380 -3.26420
H -4.09349 3.74861 -1.79681
H -2.95790 2.47675 -2.27803
```

Calculated values
Largest force on an atom: 0.0178 hartree/bohr
Kohn-Sham gap (spin up / spin down): 7.6 / 5.1 eV
Net charge: 0
Spin multiplicity: 5
Molecular weight: 736.75 g/mol

natural (NBO) population analysis, charges in e, atoms 1 to 8: 0.722, -0.365, 0.025, 0.104, -0.260, -0.848, -0.228, -0.225

Repeat the third record exactly.
# C18H35N2O4PPdS4Te

A structure of composition C18H35N2O4PPdS4Te (wB97M-V/def2-TZVPD, OMol25).

Geometry as XYZ:
```
66
C18H35N2O4PPdS4Te | OMol25 | wB97M-V/def2-TZVPD
Pd 0.96052 1.06844 0.17513
S 2.60700 0.93052 1.96992
S 1.94404 1.70662 3.67971
S 0.79273 3.40604 3.24117
S -0.09484 3.10470 1.52187
N 3.24482 0.03999 -1.25660
C 2.67193 -0.48832 -2.49084
C 1.63416 -1.53688 -2.12714
N 0.56866 -0.92278 -1.34209
H 3.90090 0.79207 -1.42410
H 3.73446 -0.69116 -0.74947
H 3.41700 -0.93212 -3.16241
H 2.18730 0.33391 -3.02550
H 2.12547 -2.29377 -1.50904
H 1.26236 -2.03709 -3.02789
H 0.09444 -1.59411 -0.75275
H -0.11401 -0.44789 -1.92108
C -1.60186 0.63821 3.59085
C -2.29082 -0.49881 2.82544
C -2.52582 -0.11784 1.36087
C -1.51308 -1.77279 3.04227
C -1.94572 -2.66340 3.99507
C -1.23787 -3.83304 4.28200
C -0.07670 -4.15322 3.57040
C 0.42046 -3.32251 2.59782
C 1.57952 -3.80863 1.75539
C 2.69751 -2.80581 1.47475
C 1.01969 -4.38137 0.44428
C -0.26864 -2.05635 2.32793
O 0.20551 -1.25434 1.49782
H -2.12689 1.58156 3.43394
H -0.57586 0.75593 3.24092
H -1.57153 0.42741 4.66125
H -3.27063 -0.66861 3.28101
H -1.62797 0.28747 0.89902
H -3.30217 0.64821 1.30861
H -2.85750 -0.97495 0.77026
H -2.86066 -2.44904 4.53514
H -1.59847 -4.50408 5.05059
H 0.43624 -5.08429 3.78226
H 2.02056 -4.63928 2.31397
H 2.34359 -1.97021 0.87499
H 3.50390 -3.31581 0.94207
H 3.10679 -2.39363 2.39697
H 0.46436 -3.61825 -0.10491
H 0.34152 -5.21440 0.63481
H 1.83093 -4.73759 -0.19320
C -0.30131 3.91733 -5.32326
C -0.09090 2.62515 -4.56649
O 0.81033 2.82290 -3.45246
P 0.22519 2.93845 -1.97070
O -0.54866 1.72046 -1.54188
Te 2.23333 3.45492 -0.74296
O -0.76644 4.18005 -2.10415
C -2.03971 4.22605 -1.42518
C -3.11798 3.55378 -2.24522
H -0.87755 3.72650 -6.22989
H 0.66088 4.34385 -5.60666
H -0.83058 4.64519 -4.71179
H 0.39014 1.87874 -5.19798
H -1.03265 2.20653 -4.20345
H -2.24595 5.28621 -1.28914
H -1.94888 3.76602 -0.44126
H -3.12318 3.94380 -3.26420
H -4.09349 3.74861 -1.79681
H -2.95790 2.47675 -2.27803
```

Calculated values
Largest force on an atom: 0.0178 hartree/bohr
Kohn-Sham gap (spin up / spin down): 7.6 / 5.1 eV
Net charge: 0
Spin multiplicity: 5
Molecular weight: 736.75 g/mol

natural (NBO) population analysis, charges in e, atoms 1 to 8: 0.722, -0.365, 0.025, 0.104, -0.260, -0.848, -0.228, -0.225

Question: Which value of largest force on an atom does entry 3 give?
Answer: 0.0178 hartree/bohr